A 9-piece molecular cluster, C55H63Br3O3P2S overall at a distorted geometry. Source: the Open Molecules 2025 dataset; level of theory: wB97M-V/def2-TZVPD.

LUMO level (Ha): 0.0109
Max |F| (eV Å⁻¹): 2.140
Energy above the lowest of the compared OMol25 structures with the same formula, charge and spin (kJ/mol): 52.1
Molar mass (u): 1105.8
E_tot (eV): -303740.89073

The geometry in XYZ format:
```
127
Properties=species:S:1:pos:R:3:lowdin_charge:R:1
C 1.7202 -5.3815 3.2326 -0.16
C 2.0212 -4.6089 1.9357 -0.52
S 0.5373 -4.1548 0.9623 0.79
C 0.2558 -2.3683 1.2111 -0.69
P -0.3573 -2.0514 2.9607 0.52
Br 1.6250 -0.7865 3.3358 0.36
C -1.3975 -0.5216 3.2608 -0.37
P -0.9612 0.4629 4.7577 0.37
O -0.4227 -0.3189 5.8654 -0.32
O -2.3883 1.0961 5.2745 -0.15
O -0.0525 1.7847 4.3951 -0.19
C -1.9605 -3.0372 2.6933 -0.81
Br -2.8245 -3.1836 0.9460 0.83
C -2.5919 -3.6477 3.6839 -0.80
C -3.8787 -4.4554 3.4666 -0.18
Br -1.9649 -3.5816 5.5012 0.78
H 1.3008 -4.7427 4.0300 0.05
H 2.6848 -5.7457 3.6376 0.08
H 1.0687 -6.2582 3.1004 0.07
H 2.6747 -5.1774 1.2555 0.06
H 2.5355 -3.6722 2.2111 0.06
H 1.2434 -1.8960 1.1232 -0.02
H -0.3708 -1.9059 0.4383 0.03
H 0.1270 -2.9284 3.9447 -0.02
H -2.4548 -0.8070 3.3405 0.07
H -1.2261 0.1336 2.3825 0.06
H -2.2370 2.0494 5.4038 0.08
H 0.0464 1.7786 3.4250 0.03
H -4.0968 -5.0606 4.3619 0.06
H -3.7401 -5.1877 2.6537 0.06
H -4.7236 -3.7965 3.2207 0.08
C 4.0968 -9.6118 2.7573 -0.10
C 3.3553 -10.7854 2.7369 -0.10
C 2.3673 -10.9669 1.7782 -0.10
C 2.1176 -9.9725 0.8416 -0.10
C 2.8532 -8.7952 0.8673 -0.10
C 3.8437 -8.6154 1.8239 -0.10
H 4.8716 -9.4730 3.5013 0.10
H 3.5480 -11.5602 3.4689 0.10
H 1.7913 -11.8839 1.7607 0.10
H 1.3487 -10.1149 0.0923 0.10
H 2.6546 -8.0167 0.1400 0.10
H 4.4191 -7.6975 1.8425 0.10
C -5.8680 0.6728 -3.1023 -0.09
C -4.7203 1.2573 -2.5856 -0.09
C -3.8428 0.5049 -1.8179 -0.09
C -4.1149 -0.8326 -1.5624 -0.11
C -5.2679 -1.4163 -2.0713 -0.09
C -6.1444 -0.6638 -2.8429 -0.08
H -6.5489 1.2601 -3.7066 0.09
H -4.5088 2.3021 -2.7828 0.09
H -2.9447 0.9611 -1.4182 0.09
H -3.4244 -1.4158 -0.9643 0.01
H -5.4837 -2.4588 -1.8670 0.10
H -7.0428 -1.1183 -3.2423 0.10
C -3.6992 -6.0493 -4.0819 -0.10
C -3.9544 -4.8866 -3.3671 -0.09
C -3.0694 -4.4689 -2.3824 -0.11
C -1.9305 -5.2148 -2.1086 -0.10
C -1.6801 -6.3819 -2.8176 -0.09
C -2.5633 -6.7987 -3.8051 -0.10
H -4.3861 -6.3721 -4.8546 0.10
H -4.8439 -4.3049 -3.5784 0.09
H -3.2671 -3.5605 -1.8285 0.03
H -1.2386 -4.8869 -1.3417 0.05
H -0.7948 -6.9674 -2.6008 0.10
H -2.3665 -7.7081 -4.3595 0.10
C -1.0476 4.4344 1.4954 -0.09
C -1.8310 3.2890 1.4477 -0.09
C -2.8320 3.1675 0.4934 -0.09
C -3.0536 4.1949 -0.4126 -0.08
C -2.2770 5.3448 -0.3614 -0.10
C -1.2728 5.4644 0.5911 -0.09
H -0.2626 4.5254 2.2369 0.10
H -1.6624 2.4869 2.1566 0.07
H -3.4407 2.2718 0.4562 0.09
H -3.8334 4.1000 -1.1587 0.09
H -2.4539 6.1487 -1.0655 0.10
H -0.6659 6.3607 0.6291 0.10
C 0.3768 7.2955 -3.2569 -0.09
C -0.4061 6.1496 -3.2995 -0.11
C -1.4100 6.0284 -4.2516 -0.10
C -1.6339 7.0554 -5.1591 -0.10
C -0.8566 8.2052 -5.1109 -0.10
C 0.1495 8.3250 -4.1612 -0.10
H 1.1638 7.3871 -2.5183 0.10
H -0.2336 5.3492 -2.5902 0.10
H -2.0184 5.1324 -4.2864 0.10
H -2.4151 6.9599 -5.9034 0.10
H -1.0346 9.0089 -5.8149 0.10
H 0.7570 9.2210 -4.1254 0.10
C -5.9736 4.9508 -4.8877 -0.10
C -6.8341 5.9914 -5.2108 -0.10
C -7.8326 5.7987 -6.1562 -0.10
C -7.9682 4.5663 -6.7817 -0.10
C -7.1022 3.5282 -6.4650 -0.09
C -6.1059 3.7198 -5.5171 -0.10
H -5.1984 5.0996 -4.1452 0.09
H -6.7268 6.9535 -4.7248 0.10
H -8.5058 6.6095 -6.4058 0.10
H -8.7486 4.4153 -7.5173 0.10
H -7.2040 2.5684 -6.9569 0.10
H -5.4310 2.9092 -5.2683 0.09
C 4.1528 2.6244 2.8466 -0.09
C 4.7396 1.3707 2.9528 -0.11
C 5.8909 1.0788 2.2335 -0.09
C 6.4533 2.0405 1.4042 -0.13
C 5.8614 3.2918 1.2908 -0.10
C 4.7120 3.5845 2.0130 -0.09
H 3.2581 2.8527 3.4137 0.10
H 4.2990 0.6206 3.5979 0.06
H 6.3503 0.1017 2.3191 0.10
H 7.3530 1.8137 0.8450 0.10
H 6.2972 4.0403 0.6397 0.10
H 4.2517 4.5613 1.9266 0.10
C 9.9363 3.3506 3.9878 -0.09
C 9.3333 3.2136 2.7442 -0.09
C 10.1019 3.2764 1.5896 -0.09
C 11.4730 3.4800 1.6774 -0.10
C 12.0742 3.6256 2.9205 -0.10
C 11.3064 3.5595 4.0758 -0.10
H 9.3377 3.2953 4.8888 0.10
H 8.2666 3.0585 2.6758 0.07
H 9.6320 3.1667 0.6190 0.10
H 12.0728 3.5265 0.7766 0.10
H 13.1427 3.7901 2.9892 0.10
H 11.7761 3.6709 5.0456 0.10
```